[1]
Entry from the OMol25 dataset: 2 unconnected molecules or ions with the total composition C45H59BN3 in a non-equilibrium geometry (the ωB97M-V functional and the def2-TZVPD basis).

Last column: Löwdin charge in e.
Positions of all 108 atoms, in Å:
C (8.522, -7.739, 13.861)  -0.0378
C (9.480, -7.471, 15.026)  -0.5260
C (9.239, -8.646, 15.982)  -0.0649
C (10.933, -7.546, 14.551)  -0.0268
C (9.259, -6.110, 15.725)  -0.0620
C (9.369, -6.084, 17.125)  -0.0085
C (8.852, -5.033, 17.865)  -0.0192
C (8.448, -3.887, 17.189)  -0.0163
C (8.672, -3.739, 15.801)  -0.1098
C (8.654, -2.249, 15.379)  -0.5397
C (9.181, -1.942, 13.987)  -0.0606
C (9.597, -1.458, 16.317)  -0.0367
C (7.245, -1.682, 15.561)  -0.0454
C (9.043, -4.880, 15.049)  -0.0811
N (9.049, -4.838, 13.603)  0.0381
C (7.857, -4.693, 12.921)  -0.1214
B (6.961, -3.912, 13.821)  -0.0135
H (3.448, -2.388, 10.663)  0.0483
N (8.175, -4.808, 11.564)  0.0872
C (7.265, -4.536, 10.460)  -0.0581
C (7.206, -3.269, 9.803)  -0.0586
C (8.465, -2.480, 9.322)  -0.5344
C (8.090, -1.322, 8.392)  -0.0632
C (9.361, -3.387, 8.486)  -0.0342
C (9.243, -1.882, 10.487)  -0.0424
C (5.919, -2.726, 9.538)  -0.0118
C (4.818, -3.573, 9.262)  -0.0528
C (4.957, -4.878, 9.725)  -0.0471
C (6.142, -5.384, 10.214)  -0.0855
C (6.053, -6.902, 10.526)  -0.5337
C (5.545, -7.045, 11.951)  -0.0286
C (7.384, -7.575, 10.290)  -0.0383
C (5.043, -7.609, 9.595)  -0.0569
C (9.546, -5.058, 11.447)  -0.0160
C (10.082, -5.041, 12.689)  -0.0137
H (8.675, -7.056, 13.025)  0.0450
H (8.700, -8.755, 13.463)  0.1066
H (7.467, -7.677, 14.167)  0.0992
H (9.991, -8.686, 16.772)  0.0802
H (8.243, -8.593, 16.435)  0.1021
H (9.301, -9.593, 15.430)  0.0949
H (11.588, -7.264, 15.386)  0.1026
H (11.170, -8.568, 14.213)  0.1030
H (11.103, -6.853, 13.723)  0.0458
H (9.770, -6.944, 17.673)  0.1186
H (8.833, -5.061, 18.960)  0.1260
H (7.988, -3.079, 17.766)  0.1186
H (9.194, -0.844, 13.858)  0.1103
H (8.575, -2.372, 13.191)  0.0333
H (10.221, -2.271, 13.865)  0.1049
H (9.248, -1.469, 17.355)  0.0839
H (10.601, -1.900, 16.272)  0.1026
H (9.649, -0.414, 15.978)  0.0967
H (6.945, -1.704, 16.616)  0.0932
H (7.227, -0.633, 15.233)  0.1100
H (6.494, -2.243, 14.991)  0.0352
H (6.334, -4.485, 14.686)  0.1089
H (6.597, -2.903, 13.192)  0.1086
H (7.564, -0.524, 8.924)  0.0894
H (9.007, -0.885, 7.974)  0.0954
H (7.488, -1.672, 7.546)  0.0975
H (9.729, -4.255, 9.025)  0.0468
H (8.811, -3.750, 7.612)  0.1030
H (10.233, -2.835, 8.121)  0.1000
H (9.764, -2.642, 11.074)  0.0595
H (10.014, -1.190, 10.119)  0.1009
H (8.568, -1.310, 11.134)  0.0920
H (5.823, -1.640, 9.454)  0.1075
H (3.909, -3.314, 8.641)  0.1369
H (4.108, -5.543, 9.619)  0.0985
H (4.510, -6.691, 12.011)  0.0924
H (5.557, -8.088, 12.297)  0.1005
H (6.119, -6.424, 12.643)  0.0528
H (7.645, -7.471, 9.234)  0.0998
H (8.178, -7.113, 10.865)  0.0470
H (7.334, -8.638, 10.537)  0.0979
H (5.273, -7.402, 8.541)  0.1029
H (5.066, -8.696, 9.747)  0.0985
H (4.001, -7.314, 9.769)  0.0772
H (10.039, -5.305, 10.498)  0.1414
H (11.141, -5.114, 12.984)  0.1521
C (2.294, -3.647, 11.975)  -0.0638
C (2.915, -2.307, 11.563)  -0.1803
N (2.040, -1.253, 11.086)  -0.0156
C (1.034, -0.695, 11.831)  -0.1715
C (0.553, -1.127, 13.051)  -0.0313
C (-0.645, -0.550, 13.495)  -0.0695
C (-1.236, 0.516, 12.748)  -0.0839
C (-0.660, 1.018, 11.565)  -0.0220
C (0.477, 0.387, 11.084)  -0.1050
C (1.296, 0.517, 9.889)  -0.1015
C (2.236, -0.549, 9.899)  -0.1256
C (3.124, -0.735, 8.834)  -0.0285
C (3.111, 0.160, 7.772)  -0.0925
C (2.246, 1.260, 7.775)  -0.0889
C (1.330, 1.427, 8.828)  -0.0147
H (1.402, -3.577, 12.647)  0.0742
H (2.187, -4.243, 11.040)  0.0805
H (3.049, -4.127, 12.622)  0.0675
H (3.423, -1.998, 12.499)  0.1313
H (1.143, -1.842, 13.637)  0.1012
H (-1.127, -0.906, 14.409)  0.1019
H (-2.206, 0.925, 13.069)  0.1009
H (-1.072, 1.839, 10.952)  0.1201
H (3.878, -1.518, 8.765)  0.0442
H (3.785, 0.034, 6.931)  0.1020
H (2.233, 1.959, 6.917)  0.1087
H (0.593, 2.231, 8.871)  0.1133

Properties
Charge: +1
Spin multiplicity: 1
LUMO energy (eV): -3.821
Molar mass (g mol⁻¹): 652.80

---

[2]
Entry from the OMol25 dataset: CH4N2O2 in the gas phase in a non-equilibrium geometry (the ωB97M-V functional and the def2-TZVPD basis).

Last column: Löwdin charge in e.
Positions of all 9 atoms, in Å:
N (1.328, 0.168, 0.586)  0.0701
O (0.419, -0.890, 0.249)  -0.1503
N (-0.571, -0.392, -0.531)  -0.0603
C (-1.887, 0.006, -0.062)  -0.3070
O (-2.300, -0.303, 1.015)  0.0350
H (0.945, 0.695, 1.376)  0.0937
H (2.092, -0.169, 0.986)  0.0152
H (-0.350, 0.143, -1.463)  0.1744
H (-2.598, 0.532, -0.726)  0.1291

Properties
Spin multiplicity: 1
LUMO energy (eV): 0.963
ΔE to the lowest compared entry with this formula, charge and spin (eV): 3.709
Molar mass (g mol⁻¹): 76.05

---

[3]
Entry from the OMol25 dataset: 11 unconnected molecules or ions with the total composition C33H88O11 in a non-equilibrium geometry (the ωB97M-V functional and the def2-TZVPD basis).

Last column: Löwdin charge in e.
Positions of all 132 atoms, in Å:
C (24.521, -3.661, -7.183)  -0.0497
C (24.155, -4.720, -8.256)  -0.4920
C (23.212, -5.803, -7.691)  -0.0598
O (23.393, -4.096, -9.241)  -0.0579
H (25.343, -4.082, -6.603)  0.0712
H (23.723, -3.485, -6.461)  0.0782
H (24.987, -2.795, -7.654)  0.0733
H (25.026, -5.224, -8.675)  0.1289
H (22.401, -5.387, -7.093)  0.0746
H (23.773, -6.521, -7.093)  0.0747
H (22.729, -6.385, -8.476)  0.0747
H (23.815, -3.288, -9.541)  0.0844
C (26.011, 3.395, -6.020)  -0.0498
C (25.393, 4.771, -5.763)  -0.4999
C (26.219, 5.622, -4.855)  -0.0787
O (25.178, 5.566, -6.936)  -0.0604
H (26.004, 2.803, -5.105)  0.0786
H (27.027, 3.450, -6.410)  0.0796
H (25.515, 2.756, -6.751)  0.0733
H (24.399, 4.667, -5.327)  0.1299
H (26.408, 5.093, -3.921)  0.0815
H (25.735, 6.567, -4.608)  0.0776
H (27.162, 5.907, -5.323)  0.0876
H (24.593, 6.271, -6.649)  0.0807
C (20.842, -1.003, -18.702)  -0.0721
C (20.470, -1.997, -17.656)  -0.4966
C (21.440, -1.920, -16.473)  -0.0628
O (19.103, -1.854, -17.226)  -0.0493
H (21.650, -1.359, -19.342)  0.0822
H (21.172, -0.038, -18.316)  0.0791
H (20.052, -0.753, -19.410)  0.0817
H (20.557, -2.989, -18.100)  0.1277
H (22.429, -2.169, -16.858)  0.0787
H (21.275, -2.630, -15.663)  0.0754
H (21.528, -0.902, -16.093)  0.0809
H (19.057, -2.379, -16.423)  0.0749
C (28.008, 0.791, -11.950)  -0.0523
C (26.957, -0.186, -12.526)  -0.5138
C (27.281, -1.638, -12.325)  -0.0620
O (25.648, -0.024, -12.020)  -0.0499
H (27.848, 0.983, -10.889)  0.0750
H (27.818, 1.753, -12.426)  0.0694
H (29.074, 0.575, -12.025)  0.0761
H (26.892, 0.071, -13.583)  0.1264
H (28.318, -1.822, -12.605)  0.0784
H (26.604, -2.335, -12.820)  0.0828
H (27.314, -1.819, -11.251)  0.0818
H (25.326, 0.866, -12.180)  0.0884
C (21.074, -13.485, -7.984)  -0.0727
C (21.572, -14.894, -7.762)  -0.5112
C (21.132, -15.884, -8.826)  -0.0509
O (22.987, -14.766, -7.662)  -0.0564
H (21.245, -12.947, -7.051)  0.0732
H (19.995, -13.404, -8.115)  0.0750
H (21.476, -12.908, -8.816)  0.0848
H (21.256, -15.273, -6.790)  0.1310
H (20.067, -16.111, -8.805)  0.0820
H (21.732, -16.777, -8.648)  0.0787
H (21.395, -15.471, -9.800)  0.0813
H (23.158, -14.458, -6.769)  0.0851
C (18.899, -0.134, -10.071)  -0.0618
C (18.762, -0.797, -8.667)  -0.4757
C (17.402, -0.447, -8.058)  -0.0644
O (18.837, -2.215, -8.907)  -0.0595
H (19.868, -0.501, -10.408)  0.0696
H (18.804, 0.948, -9.976)  0.0751
H (18.148, -0.506, -10.767)  0.0786
H (19.572, -0.430, -8.037)  0.1278
H (17.298, -0.917, -7.080)  0.0735
H (16.636, -0.842, -8.725)  0.0795
H (17.161, 0.614, -7.995)  0.0767
H (19.748, -2.422, -9.128)  0.0798
C (34.808, -7.238, -8.214)  -0.0630
C (33.485, -6.945, -9.025)  -0.4379
C (32.236, -7.687, -8.444)  -0.0456
O (33.261, -5.524, -8.900)  -0.0786
H (34.981, -8.314, -8.191)  0.0673
H (34.828, -6.973, -7.157)  0.0749
H (35.696, -6.807, -8.676)  0.0665
H (33.597, -7.164, -10.087)  0.1231
H (31.291, -7.156, -8.559)  0.0730
H (32.471, -7.771, -7.383)  0.0716
H (32.122, -8.625, -8.987)  0.0722
H (33.907, -5.163, -9.512)  0.0764
C (25.782, -7.289, 1.966)  -0.0557
C (26.301, -6.972, 0.552)  -0.4771
C (25.293, -6.658, -0.559)  -0.0587
O (27.194, -5.872, 0.647)  -0.0619
H (25.078, -8.121, 1.992)  0.0724
H (25.316, -6.448, 2.481)  0.0767
H (26.517, -7.596, 2.711)  0.0711
H (26.917, -7.796, 0.192)  0.1263
H (25.769, -6.252, -1.452)  0.0746
H (24.495, -5.992, -0.230)  0.0763
H (24.753, -7.509, -0.974)  0.0701
H (28.029, -6.146, 0.260)  0.0860
C (17.948, -5.687, -3.073)  -0.0731
C (17.218, -6.275, -4.224)  -0.5114
C (17.703, -7.643, -4.589)  -0.0704
O (15.863, -6.389, -3.769)  -0.0594
H (17.730, -4.619, -3.056)  0.0798
H (19.027, -5.815, -3.159)  0.0803
H (17.676, -6.136, -2.118)  0.0912
H (17.241, -5.699, -5.150)  0.1373
H (17.616, -8.379, -3.790)  0.0854
H (18.705, -7.644, -5.017)  0.0820
H (17.104, -8.109, -5.372)  0.0777
H (15.581, -5.523, -3.464)  0.0807
C (19.457, -9.033, -16.329)  -0.0722
C (20.757, -8.488, -15.784)  -0.5075
C (20.753, -8.389, -14.247)  -0.0611
O (21.888, -9.258, -16.138)  -0.0442
H (19.225, -10.059, -16.042)  0.0806
H (19.568, -9.001, -17.412)  0.0787
H (18.623, -8.369, -16.102)  0.0811
H (20.794, -7.498, -16.239)  0.1341
H (20.817, -9.377, -13.792)  0.0768
H (19.897, -7.830, -13.869)  0.0744
H (21.623, -7.855, -13.864)  0.0736
H (21.715, -10.159, -15.856)  0.0858
C (18.221, 2.933, -2.142)  -0.0588
C (18.827, 1.767, -1.400)  -0.4939
C (20.150, 1.334, -2.018)  -0.0677
O (19.107, 2.091, -0.023)  -0.0663
H (18.869, 3.808, -2.101)  0.0818
H (17.270, 3.225, -1.697)  0.0794
H (18.131, 2.746, -3.212)  0.0809
H (18.146, 0.919, -1.322)  0.1304
H (20.044, 0.927, -3.024)  0.0789
H (20.576, 0.557, -1.384)  0.0713
H (20.863, 2.155, -1.954)  0.0842
H (19.367, 1.295, 0.448)  0.0799

Properties
Spin multiplicity: 1
LUMO energy (eV): 0.194
ΔE to the lowest compared entry with this formula, charge and spin (eV): 4.823
Molar mass (g mol⁻¹): 661.06

---

[4]
Entry from the OMol25 dataset: a molecular structure, C22H20ClI2N2O2ReS2 in a non-equilibrium geometry (the ωB97M-V functional and the def2-TZVPD basis).

Last column: Löwdin charge in e.
Positions of all 52 atoms, in Å:
Re (0.446, -0.696, 0.720)  1.3023
I (-5.927, 2.747, -1.959)  0.8935
C (-4.439, 1.536, -1.116)  -0.7241
C (-4.715, 0.219, -0.780)  -0.2088
C (-3.714, -0.546, -0.221)  -0.6227
I (-4.063, -2.538, 0.328)  0.9745
C (-2.416, -0.044, 0.017)  -0.4132
O (-1.507, -0.859, 0.534)  -0.3718
C (-2.166, 1.303, -0.327)  -0.1427
C (-0.842, 1.976, -0.057)  -0.1430
N (0.322, 1.154, -0.482)  -0.1279
C (1.617, 1.881, -0.408)  -0.1069
C (2.613, 1.241, 0.525)  -0.2556
C (3.710, 1.947, 0.979)  0.0107
C (4.663, 1.306, 1.753)  -0.0068
C (4.509, -0.049, 2.010)  -0.0173
C (3.382, -0.690, 1.546)  -0.1097
N (2.420, -0.057, 0.849)  -0.1102
C (-3.181, 2.064, -0.889)  -0.1134
H (-5.694, -0.201, -0.958)  0.0911
H (-0.824, 2.923, -0.602)  0.1324
H (-0.733, 2.207, 1.002)  0.0838
H (0.153, 0.894, -1.456)  0.1098
H (2.066, 1.865, -1.400)  0.1156
H (1.453, 2.921, -0.126)  0.1381
H (3.813, 2.993, 0.723)  0.1324
H (5.514, 1.851, 2.137)  0.1262
H (5.243, -0.604, 2.576)  0.1227
H (3.227, -1.741, 1.737)  0.0996
H (-2.992, 3.099, -1.146)  0.1020
C (0.448, -2.219, 5.614)  -0.0317
O (0.291, -0.968, 4.916)  -0.1536
C (0.352, -0.887, 3.620)  -1.1860
S (0.544, -2.236, 2.582)  0.6848
S (0.150, 0.629, 2.920)  0.7285
H (1.034, -1.999, 6.501)  0.1048
H (0.956, -2.958, 4.998)  0.0568
H (-0.533, -2.589, 5.901)  0.1095
Cl (2.400, -0.366, -3.174)  0.7172
C (0.672, -0.599, -3.264)  -0.6228
C (-0.006, -0.040, -4.339)  -0.1048
C (-1.367, -0.252, -4.472)  -0.0676
C (-2.031, -1.050, -3.549)  -0.0557
C (-1.340, -1.611, -2.492)  -0.0542
C (0.026, -1.381, -2.297)  -0.3477
C (0.719, -1.907, -1.096)  -0.2470
H (0.540, 0.542, -5.069)  0.1077
H (-1.902, 0.186, -5.304)  0.1116
H (-3.091, -1.240, -3.660)  0.1161
H (-1.856, -2.243, -1.780)  0.0727
H (1.785, -2.057, -1.273)  0.0296
H (0.268, -2.857, -0.790)  0.0712

Properties
Charge: +1
Spin multiplicity: 4
LUMO energy (alpha / beta) (eV): -3.298 / -4.119
ΔE to the lowest compared entry with this formula, charge and spin (eV): 0.000
Molar mass (g mol⁻¹): 884.02

---

[5]
Entry from the OMol25 dataset: C2H4Si in the gas phase in a non-equilibrium geometry (the ωB97M-V functional and the def2-TZVPD basis).

Last column: Löwdin charge in e.
Positions of all 7 atoms, in Å:
C (2.038, -0.001, 0.165)  0.0518
C (0.628, -0.197, -0.727)  -0.2461
Si (-1.060, 0.208, -0.100)  0.4831
H (2.676, -0.843, 0.459)  -0.0436
H (-0.925, 1.582, 0.513)  -0.0611
H (-1.398, -0.970, 0.857)  -0.0549
H (-1.959, 0.221, -1.167)  -0.1291

Properties
Spin multiplicity: 1
LUMO energy (alpha / beta) (eV): -1.144 / -1.027
ΔE to the lowest compared entry with this formula, charge and spin (eV): 4.992
Molar mass (g mol⁻¹): 56.14

---

Number 1: electronic energy -1938.90145 Eh. Number 2: electronic energy -300.35136 Eh. Number 3: electronic energy -2137.60142 Eh. Number 4: electronic energy -3040.39668 Eh. Number 5: electronic energy -367.81932 Eh.